No. 1
C29H43I2N6O2S5Yb as an isolated structure, computed with ωB97M-V/def2-TZVPD.

Last column: Mulliken charge in e.
Atoms and positions in Å:
Yb: 1.90 1.76 0.58  -0.57
S: 1.57 0.05 -1.74  -0.35
C: 0.16 -0.83 -1.80  0.69
N: -0.01 -1.85 -2.63  0.10
C: -1.24 -2.64 -2.58  -0.74
C: -2.40 -1.71 -2.40  -0.64
N: -2.20 -0.88 -1.22  0.16
C: -3.40 -0.60 -0.43  -1.43
C: -3.92 -1.87 0.22  0.55
C: -3.14 -2.54 1.15  -0.12
C: -3.59 -3.72 1.72  -0.71
C: -4.83 -4.23 1.36  -0.46
C: -5.61 -3.57 0.43  -0.64
C: -5.16 -2.39 -0.15  -0.28
C: -0.98 -0.47 -0.88  0.20
S: -0.69 0.40 0.52  -0.18
C: 1.02 -2.31 -3.57  -0.90
C: 0.47 -2.48 -4.97  0.22
C: -0.07 -1.39 -5.64  -0.07
C: -0.53 -1.53 -6.94  -0.74
C: -0.45 -2.76 -7.58  -0.41
C: 0.08 -3.85 -6.90  -0.68
C: 0.53 -3.71 -5.60  -0.22
H: -1.19 -3.35 -1.75  0.29
H: -1.33 -3.19 -3.51  0.48
H: -3.32 -2.27 -2.27  0.45
H: -2.50 -1.07 -3.29  0.31
H: -4.15 -0.18 -1.10  0.42
H: -3.14 0.14 0.32  0.48
H: -2.18 -2.13 1.44  0.44
H: -2.98 -4.24 2.45  0.43
H: -5.19 -5.15 1.81  0.40
H: -6.58 -3.96 0.15  0.40
H: -5.77 -1.87 -0.87  0.40
H: 1.43 -3.25 -3.21  0.34
H: 1.82 -1.57 -3.58  0.42
H: -0.12 -0.42 -5.16  0.46
H: -0.94 -0.68 -7.47  0.41
H: -0.79 -2.87 -8.60  0.40
H: 0.14 -4.82 -7.39  0.41
H: 0.95 -4.56 -5.08  0.36
I: 4.41 -0.46 0.22  0.19
C: 5.66 1.04 1.10  -0.93
I: 4.57 2.30 2.45  0.19
H: 6.04 1.66 0.30  0.46
H: 6.45 0.55 1.65  0.52
N: 0.19 3.54 3.02  -0.35
C: 0.84 3.44 2.01  -0.10
H: -0.08 4.34 3.58  0.32
C: -1.73 5.45 -1.00  -1.23
N: -0.77 5.31 0.07  -0.02
C: 0.46 5.83 0.03  0.76
S: 1.58 5.45 1.28  -0.31
N: 0.76 6.68 -0.94  -0.21
C: 2.05 7.33 -1.15  -0.91
H: -2.59 4.82 -0.79  0.36
H: -1.30 5.15 -1.96  0.39
H: -2.09 6.48 -1.07  0.40
H: -0.96 4.63 0.78  0.23
H: 0.04 6.90 -1.62  0.21
H: 2.74 7.02 -0.37  0.36
H: 1.94 8.41 -1.11  0.33
H: 2.45 7.06 -2.13  0.30
C: -0.52 0.15 6.07  -1.15
C: 1.01 0.25 6.15  -0.42
C: 1.64 0.75 4.85  -0.56
S: 1.33 -0.40 3.48  0.56
O: 1.89 0.34 2.26  0.53
C: 2.61 -1.65 3.84  -0.68
C: 2.10 -3.07 3.60  -0.56
C: 1.49 -3.23 2.21  -0.64
H: -0.92 -0.27 6.99  0.39
H: -0.84 -0.47 5.24  0.30
H: -0.96 1.14 5.94  0.30
H: 1.43 -0.71 6.43  0.28
H: 1.27 0.96 6.94  0.41
H: 2.72 0.87 4.93  0.37
H: 1.19 1.69 4.53  0.07
H: 2.94 -1.50 4.87  0.47
H: 3.42 -1.40 3.16  0.22
H: 1.37 -3.33 4.37  0.28
H: 2.94 -3.75 3.71  0.37
H: 0.58 -2.63 2.10  -0.01
H: 1.23 -4.28 2.03  0.45
H: 2.19 -2.92 1.44  0.15
O: 3.59 2.57 -0.60  -0.32
S: 2.70 3.36 -1.56  0.29
N: 1.29 3.15 -1.19  -0.18

Results
Total energy, Ha: -5354.46960
Energy relative to the best compared isomer or geometry (same formula, charge and spin), kJ/mol: 108.63
Total charge: +2
Spin multiplicity: 2
E_LUMO (spin up / spin down), eV: -5.8 / -5.8
Molecular weight, u: 1094.89

***

No. 2
C20H28NO2PPt as an isolated structure, computed with ωB97M-V/def2-TZVPD.

Last column: Mulliken charge in e.
Atoms and positions in Å:
C: -1.44 3.94 -2.16  -0.82
C: -1.59 3.66 -0.81  -0.50
C: -1.14 2.45 -0.24  0.23
C: -0.41 1.56 -1.07  -0.39
C: -0.33 1.82 -2.46  1.00
C: -0.81 3.02 -3.00  -0.76
C: -1.33 2.41 1.28  -0.06
C: -2.37 1.58 2.11  -0.83
N: -3.14 0.45 1.64  0.37
Pt: 0.62 -0.20 -0.48  0.18
C: 0.25 0.78 -3.39  -1.42
P: 0.10 -0.83 -2.49  0.69
H: -2.05 4.41 -0.15  0.44
H: -0.70 3.19 -4.07  0.50
H: -1.79 4.89 -2.57  0.43
H: 1.30 0.95 -3.67  0.42
H: -0.30 0.71 -4.34  0.54
H: -0.34 2.24 1.71  -0.19
H: -1.60 3.44 1.56  0.60
H: -1.81 1.18 2.98  0.50
C: 0.99 -2.18 -3.24  -1.18
C: -1.66 -1.21 -2.73  -1.15
H: -3.10 2.31 2.50  0.29
C: -3.77 0.48 0.35  -0.56
C: -2.73 -0.87 2.11  -0.26
H: 1.36 -1.75 -0.23  0.20
H: -4.87 0.61 0.43  0.31
H: -3.40 1.31 -0.27  0.22
H: -3.62 -0.48 -0.17  0.24
H: -3.40 -1.23 2.90  0.31
H: -2.76 -1.59 1.28  0.29
H: -1.72 -0.81 2.53  -0.04
H: -1.85 -1.50 -3.77  0.41
H: -1.94 -2.02 -2.06  0.36
H: -2.28 -0.33 -2.50  0.26
H: 0.77 -2.26 -4.31  0.42
H: 2.07 -2.05 -3.09  0.36
H: 0.68 -3.12 -2.74  0.40
H: 0.63 -1.85 0.12  -0.19
O: 2.23 2.09 1.13  -0.53
C: 1.84 1.08 1.71  0.55
O: 0.76 0.35 1.42  -0.44
C: 2.52 0.52 2.92  0.47
C: 1.80 -0.27 3.84  0.10
C: 2.47 -0.88 4.91  -0.67
C: 3.86 -0.71 5.05  -0.28
C: 4.57 0.10 4.14  -0.53
C: 3.89 0.72 3.09  -0.41
H: 0.74 -0.40 3.71  0.29
H: 1.92 -1.49 5.63  0.43
H: 4.40 -1.21 5.86  0.43
H: 5.65 0.24 4.25  0.43
H: 4.41 1.37 2.40  0.51

Results
Total energy, Ha: -1443.95476
Energy relative to the best compared isomer or geometry (same formula, charge and spin), kJ/mol: 85.01
Total charge: +2
Spin multiplicity: 5
E_LUMO (spin up / spin down), eV: -6.0 / -10.1
Molecular weight, u: 540.50

***

No. 3
An isolated ion of composition C7H10NO and charge +1, computed with ωB97M-V/def2-TZVPD.

Last column: Mulliken charge in e.
Atoms and positions in Å:
C: -3.82 0.37 0.30  -0.19
C: -2.32 0.02 -0.16  0.07
C: -1.02 -0.14 -0.48  0.48
C: -0.13 -1.35 -0.71  -0.89
C: 0.91 -1.28 0.48  -0.65
C: 1.71 0.15 0.52  -0.76
C: 0.77 1.31 0.50  -0.77
N: -0.22 1.16 -0.65  -0.12
O: -3.47 -0.82 0.07  -0.21
H: -0.56 -2.27 -0.67  0.47
H: 0.52 -1.22 -1.61  0.27
H: 0.36 -1.27 1.40  0.41
H: 1.76 -1.90 0.46  0.40
H: 2.25 0.24 1.36  0.44
H: 2.35 0.29 -0.39  0.33
H: 0.10 1.49 1.32  0.41
H: 1.23 2.18 0.27  0.49
H: 0.35 1.04 -1.52  0.42
H: -0.77 1.99 -0.51  0.39

Results
Total energy, Ha: -402.15222
Energy relative to the best compared isomer or geometry (same formula, charge and spin), kJ/mol: 267.62
Total charge: +1
Spin multiplicity: 3
E_LUMO (spin up / spin down), eV: -3.4 / -6.7
Molecular weight, u: 124.16

***

No. 4
C8H9ClO3Ti as an isolated structure, computed with ωB97M-V/def2-TZVPD.

Last column: Mulliken charge in e.
Atoms and positions in Å:
Cl: -0.47 2.34 1.14  -0.16
C: -1.05 0.37 -1.79  -0.47
C: -0.66 -0.99 -1.56  -0.61
C: 0.69 -0.99 -1.08  -0.38
H: -1.23 -1.86 -1.90  0.69
C: 1.12 0.36 -0.94  0.85
C: 0.04 1.20 -1.40  -0.43
H: 0.11 2.28 -1.54  0.58
H: -2.00 0.70 -2.22  0.57
H: 1.32 -1.87 -0.89  0.44
C: 2.44 0.81 -0.41  -1.26
Ti: -0.58 0.14 0.48  0.10
C: -1.48 -1.90 0.74  0.44
C: -2.65 0.65 1.11  0.50
O: -1.92 -2.89 1.15  -0.09
O: -3.54 0.91 1.80  -0.09
H: 2.85 0.09 0.31  0.34
H: 2.37 1.78 0.09  0.31
H: 3.18 0.90 -1.21  0.37
O: 0.36 -0.40 2.44  -0.38
H: -0.16 -0.82 3.15  0.36
H: 1.26 -0.80 2.51  0.33

Results
Total energy, Ha: -1845.02163
Total charge: +2
Spin multiplicity: 1
E_LUMO, eV: -10.4
Molecular weight, u: 236.48

***

No. 5
C15H27Br2N4P2PmS as an isolated structure, computed with ωB97M-V/def2-TZVPD.

Last column: Mulliken charge in e.
Atoms and positions in Å:
Pm: -0.80 0.32 0.05  0.52
C: 0.00 3.52 3.29  -1.41
C: 0.31 2.54 2.21  0.66
N: -0.33 1.36 2.14  0.80
N: -0.91 0.90 3.28  -1.14
C: -1.33 -0.37 3.33  0.47
N: -1.94 -0.67 4.51  -0.43
S: -1.35 -1.62 2.14  -0.42
C: 1.19 2.83 1.09  0.36
C: 2.01 3.96 1.05  -0.94
C: 3.07 3.95 0.11  -0.39
C: 3.21 2.95 -0.79  -0.92
C: 2.22 1.93 -0.85  -0.06
N: 1.27 1.86 0.11  0.18
H: -0.74 3.04 3.96  0.35
H: -0.38 4.47 2.82  0.35
H: 0.93 3.74 3.85  0.39
H: -1.76 -0.02 5.29  0.27
H: -2.11 -1.65 4.76  0.26
H: 1.96 4.74 1.80  0.47
H: 3.73 4.81 0.10  0.44
H: 4.11 2.88 -1.40  0.41
H: 2.35 1.16 -1.62  0.54
Br: -1.18 1.84 -2.45  -0.01
C: -2.37 2.59 -0.93  -0.56
Br: -3.50 1.21 0.37  0.04
H: -3.21 3.02 -1.47  0.48
H: -1.73 3.28 -0.37  0.45
C: -2.61 -1.31 -3.63  -1.26
P: -1.79 -1.70 -2.06  0.79
C: -3.02 -2.85 -1.25  -1.18
C: -0.36 -2.64 -2.66  -0.88
C: 0.62 -3.15 -1.61  -1.12
P: 1.32 -1.88 -0.45  1.07
C: 2.99 -1.67 -1.11  -1.51
C: 1.65 -3.01 1.00  -1.41
H: -2.50 -2.10 -4.39  0.39
H: -2.11 -0.45 -4.02  0.36
H: -3.65 -1.14 -3.43  0.40
H: -2.90 -2.69 -0.20  0.29
H: -2.79 -3.89 -1.48  0.38
H: -4.01 -2.49 -1.51  0.40
H: 0.20 -1.92 -3.31  0.29
H: -0.65 -3.44 -3.36  0.50
H: 1.50 -3.66 -2.11  0.45
H: 0.20 -3.99 -1.00  0.41
H: 3.58 -2.57 -0.94  0.43
H: 3.45 -0.89 -0.53  0.45
H: 2.95 -1.47 -2.17  0.41
H: 2.21 -3.95 0.72  0.43
H: 0.70 -3.26 1.47  0.35
H: 2.30 -2.45 1.68  0.40

Results
Total energy, Ha: -7643.60339
Energy relative to the best compared isomer or geometry (same formula, charge and spin), kJ/mol: 140.73
Total charge: +2
Spin multiplicity: 5
E_LUMO (spin up / spin down), eV: -8.2 / -8.2
Molecular weight, u: 662.23

***

No. 6
An isolated ion of composition C4H12N3 and charge +1, computed with ωB97M-V/def2-TZVPD.

Last column: Mulliken charge in e.
Atoms and positions in Å:
N: 0.81 -2.91 0.76  -0.56
C: 0.08 -1.86 0.15  -0.61
C: 0.11 -0.55 0.98  -0.73
C: -0.24 0.64 0.20  0.47
N: -1.30 1.50 0.46  -0.65
C: 0.56 1.09 -0.76  -0.76
N: 0.28 2.43 -1.42  -0.26
H: 0.41 -3.81 0.39  0.25
H: 0.77 -3.05 1.74  0.25
H: -0.87 -1.93 -0.30  0.41
H: 0.64 -1.53 -0.72  0.21
H: -0.59 -0.85 1.72  0.40
H: 1.11 -0.33 1.23  0.38
H: -1.26 1.43 1.49  0.37
H: -2.16 0.95 0.19  0.32
H: 1.22 0.53 -1.31  0.41
H: -0.72 2.42 -1.46  0.38
H: 0.74 2.45 -2.31  0.36
H: 0.41 3.37 -1.03  0.34

Results
Total energy, Ha: -323.54728
Energy relative to the best compared isomer or geometry (same formula, charge and spin), kJ/mol: 343.90
Total charge: +1
Spin multiplicity: 1
SMILES: NCC/C(N)=C/[NH3+]
E_LUMO, eV: -3.4
Molecular weight, u: 102.16